DFT (ωB97M-V/def2-TZVPD) results for C4H3NO3 in the gas phase in a non-equilibrium geometry.

Geometry as ORCA input:
```
! RIJCOSX wB97M-V def2-TZVPD def2/J DEFGRID3
* xyz 0 1
N 1.87 2.04 -0.32
C 1.49 0.97 -0.20
C 1.12 -0.33 0.19
O 2.13 -1.16 0.44
C -0.25 -1.05 -0.17
O -1.28 -0.34 -0.82
C -1.52 0.79 0.06
O -1.07 0.77 1.24
H -0.47 -1.44 0.91
H 0.02 -1.81 -0.85
H -2.05 1.57 -0.49
*
```

## Properties
SMILES string	N#CC(=O)COC=O
M	113.1	g/mol
ΔE to the lowest compared entry with this formula, charge and spin	3.297	eV
LUMO	-1.2621	eV
HOMO-LUMO gap	9.917	eV

=====

DFT (ωB97M-V/def2-TZVPD) results for C4H3NO3 in the gas phase in a non-equilibrium geometry.

Geometry as ORCA input:
```
! RIJCOSX wB97M-V def2-TZVPD def2/J DEFGRID3
* xyz 0 1
O -2.31 -1.60 0.09
C -1.53 -0.68 0.00
N -1.66 0.64 -0.04
C -0.62 1.43 -0.02
C 0.70 0.92 0.14
C 0.92 -0.46 0.03
O 2.03 -1.11 0.01
O -0.14 -1.20 -0.09
H -0.74 2.48 -0.02
H 1.56 1.66 -0.09
H 1.79 -2.09 -0.02
*
```

## Properties
SMILES string	O=c1nccc(O)o1
M	113.1	g/mol
ΔE to the lowest compared entry with this formula, charge and spin	1.193	eV
LUMO	-0.0296	eV
HOMO-LUMO gap	9.332	eV

=====

DFT (ωB97M-V/def2-TZVPD) results for C4H3NO4 in the gas phase in a non-equilibrium geometry.

Geometry as ORCA input:
```
! RIJCOSX wB97M-V def2-TZVPD def2/J DEFGRID3
* xyz 0 1
O 2.89 -0.08 -0.22
C 1.73 0.06 -0.03
C 0.87 1.27 0.00
C -0.36 0.76 0.24
N -0.32 -0.68 0.46
O 0.97 -1.06 0.18
O -1.35 -1.09 -0.41
C -2.31 -0.13 -0.09
O -1.58 1.11 -0.01
H 1.17 2.24 -0.31
H -3.09 0.06 -0.86
H -2.85 -0.35 0.87
*
```

## Properties
SMILES string	O=c1cc2n(o1)OCO2
M	129.1	g/mol
ΔE to the lowest compared entry with this formula, charge and spin	3.508	eV
LUMO	0.5981	eV
HOMO-LUMO gap	10.315	eV